1.
ORCA calculation (wB97M-V/def2-TZVPD) on C30H33CdN3O3SSe as an isolated structure.

```
72
Properties=species:S:1:pos:R:3:forces:R:3:mulliken_charge:R:1
Cd -0.281 -0.720 -0.128 -0.04 0.07 0.04 2.620
C -0.816 -1.558 -3.446 0.00 0.02 0.01 -0.799
O 0.300 -1.228 -2.626 0.02 -0.02 -0.03 -0.244
C 1.266 -2.268 -2.645 -0.05 0.01 0.04 -0.653
C 2.455 -1.846 -1.826 0.06 0.04 0.02 -0.865
O 2.038 -1.691 -0.481 -0.06 0.03 -0.02 0.066
C 3.046 -1.172 0.378 0.05 0.05 -0.04 -0.870
C 2.627 -1.403 1.805 -0.02 0.02 0.02 -0.515
O 1.410 -0.725 2.035 0.01 -0.09 0.02 0.028
C 1.085 -0.668 3.416 0.01 0.04 -0.04 -0.787
H -0.480 -1.765 -4.466 0.00 0.00 0.00 0.325
H -1.340 -2.431 -3.045 0.00 0.00 0.00 0.303
H -1.484 -0.702 -3.453 0.00 0.01 0.01 0.148
H 0.822 -3.181 -2.231 0.02 -0.01 -0.01 0.252
H 1.581 -2.460 -3.676 0.02 0.00 -0.01 0.473
H 3.236 -2.614 -1.885 -0.01 -0.01 -0.01 0.413
H 2.870 -0.905 -2.207 0.00 -0.02 -0.01 0.358
H 3.995 -1.687 0.190 -0.01 -0.02 0.01 0.484
H 3.178 -0.101 0.183 0.00 -0.01 0.00 0.296
H 2.508 -2.475 2.004 0.02 0.01 0.00 0.032
H 3.411 -1.010 2.465 0.00 0.00 0.00 0.509
H 1.805 -0.037 3.946 0.00 0.00 0.00 0.298
H 0.095 -0.226 3.501 -0.01 -0.01 0.02 0.107
H 1.090 -1.669 3.855 -0.02 0.00 0.00 0.295
S -5.227 0.129 -0.991 -0.01 -0.01 -0.02 -0.270
C -3.737 -0.685 -0.690 0.03 0.01 0.03 -0.424
N -2.668 -0.117 -1.136 -0.04 -0.03 -0.06 0.249
C -2.984 1.065 -1.798 0.05 0.00 0.01 -0.971
C -2.064 1.918 -2.409 -0.02 0.01 0.01 0.275
C -2.532 3.062 -3.017 0.00 0.01 0.00 -0.744
C -3.901 3.365 -3.031 0.01 0.00 -0.01 -0.609
C -4.823 2.526 -2.440 -0.01 -0.02 0.01 -0.400
C -4.349 1.370 -1.822 -0.01 0.03 0.01 0.699
H -3.716 -1.614 -0.132 0.00 0.01 0.00 0.269
H -1.007 1.690 -2.386 0.02 -0.01 0.01 0.199
H -1.828 3.741 -3.480 -0.01 0.00 0.00 0.454
H -4.241 4.271 -3.514 0.00 0.00 0.00 0.382
H -5.879 2.761 -2.454 0.00 0.00 0.00 0.409
C 2.066 3.976 -2.283 0.00 -0.01 0.00 -0.741
C 2.170 2.599 -2.410 0.00 0.01 0.01 -0.683
C 1.499 1.755 -1.540 0.00 -0.02 -0.03 0.203
C 0.681 2.247 -0.512 0.00 0.00 0.04 -0.759
C 0.577 3.647 -0.403 -0.01 0.03 -0.02 -0.396
C 1.260 4.483 -1.269 0.00 -0.01 0.00 -0.713
N -0.043 1.369 0.267 0.04 -0.04 -0.04 0.366
C -0.471 1.740 1.542 -0.04 -0.01 0.05 0.272
C 0.303 2.520 2.414 0.01 0.02 0.01 0.117
C -0.125 2.786 3.703 0.02 0.01 0.01 -0.771
C -1.330 2.282 4.179 -0.01 -0.03 -0.03 -0.576
C -2.106 1.507 3.329 0.02 0.01 0.03 -0.864
C -1.688 1.247 2.033 0.03 0.01 -0.02 -0.114
H 2.593 4.639 -2.956 0.00 0.00 0.00 0.410
H 2.783 2.170 -3.195 0.00 0.00 0.00 0.419
H 1.573 0.682 -1.670 -0.02 0.03 0.00 0.017
H -0.066 4.075 0.354 0.00 0.00 -0.01 0.487
H 1.148 5.555 -1.156 0.00 0.00 0.00 0.388
H 1.259 2.900 2.074 -0.01 -0.01 0.01 0.520
H 0.502 3.386 4.354 0.00 0.00 0.00 0.364
H -1.655 2.490 5.190 0.00 0.00 0.00 0.390
H -3.052 1.105 3.672 0.00 0.00 0.00 0.426
H -2.313 0.654 1.377 -0.01 -0.01 -0.02 0.216
Se -1.269 -3.051 0.141 -0.06 -0.06 -0.02 -0.399
C 0.054 -3.905 1.227 0.02 0.03 0.04 0.041
C -0.020 -3.875 2.615 -0.03 0.02 -0.02 -0.326
C 0.951 -4.527 3.359 0.04 -0.02 -0.01 -0.342
N 1.971 -5.200 2.828 -0.02 0.01 0.01 -0.637
C 2.025 -5.240 1.498 -0.01 0.01 -0.01 -0.535
C 1.107 -4.619 0.666 0.04 -0.03 -0.01 -0.165
H -0.823 -3.342 3.108 0.00 -0.01 0.00 0.428
H 0.908 -4.506 4.444 -0.01 0.00 0.00 0.412
H 2.850 -5.799 1.069 0.00 0.00 0.01 0.359
H 1.217 -4.692 -0.408 -0.02 0.00 0.00 0.397
```
Positions in Å, forces in eV/Å.

ΔE to the lowest compared entry with this formula, charge and spin, eV: 0.000
Charge: 0
HOMO energy, eV: -6.7
HOMO-LUMO gap, eV: 7.2

---

2.
ORCA calculation (wB97M-V/def2-TZVPD) on a 5-piece molecular cluster, H10O5 overall in a non-equilibrium geometry.

```
15
Properties=species:S:1:pos:R:3:forces:R:3:nbo_charge:R:1
O 18.523 19.155 -0.321 -0.34 -0.61 -0.45 -0.950
H 18.027 18.349 -0.612 0.60 1.00 0.95 0.484
H 18.782 19.090 0.611 -0.43 -0.39 -0.35 0.485
O 20.090 16.248 1.242 -0.16 1.14 0.66 -0.953
H 20.036 15.359 0.948 0.00 -1.39 -0.56 0.477
H 19.666 16.225 2.107 0.12 0.14 -0.01 0.478
O 22.840 15.123 -2.146 0.66 -2.16 1.80 -0.957
H 22.564 15.963 -2.404 -0.69 2.01 -1.18 0.482
H 23.066 14.558 -2.877 -0.06 0.22 -0.58 0.475
O 18.838 17.365 -3.615 0.44 0.02 -0.41 -0.957
H 17.908 17.352 -3.429 -0.59 0.00 0.17 0.456
H 19.304 17.416 -2.773 0.25 -0.13 0.16 0.488
O 20.627 17.526 -1.298 0.21 0.64 -2.19 -0.975
H 20.814 16.920 -0.624 0.45 -1.40 1.58 0.482
H 20.038 18.155 -0.901 -0.46 0.91 0.41 0.485
```
Positions in Å, forces in eV/Å.

ΔE to the lowest compared entry with this formula, charge and spin, eV: 1.188
Charge: 0
HOMO energy, eV: -10.9
HOMO-LUMO gap, eV: 11.1
Structure (SMILES): O.O.O.O.O

---

3.
ORCA calculation (wB97M-V/def2-TZVPD) on a 10-piece molecular cluster, C7H32O9 overall in a non-equilibrium geometry.

```
48
Properties=species:S:1:pos:R:3:forces:R:3:nbo_charge:R:1
C 2.240 1.781 -2.391 -1.20 0.08 0.81 -0.466
C 1.345 0.846 -2.114 -1.96 -1.45 -0.27 0.093
C 0.245 0.093 -3.132 1.85 -0.81 2.34 -0.669
C 1.123 0.360 -0.621 -3.10 -0.72 -5.01 -0.408
C 1.766 -0.944 -0.319 1.05 1.51 0.35 -0.438
C 1.108 -2.181 -0.739 -0.66 -1.58 -0.92 -0.361
C 1.808 -3.451 -0.159 0.39 0.19 -1.02 -0.620
H 2.324 2.284 -3.297 0.22 0.26 -1.93 0.192
H 2.647 2.372 -1.600 0.70 -0.17 0.78 0.181
H 0.120 0.197 -4.201 1.37 0.22 -0.42 0.219
H -0.712 0.429 -2.834 -0.90 0.53 0.99 0.224
H 0.248 -1.001 -2.825 0.12 1.32 -0.75 0.216
H 1.262 1.119 0.068 0.86 1.51 1.32 0.177
H 0.019 0.161 -0.633 0.71 0.31 0.50 0.214
H 1.910 -0.778 0.717 0.37 -1.17 1.49 0.229
H 2.723 -0.949 -0.791 1.15 0.11 -0.03 0.198
H 1.360 -2.366 -1.845 -0.90 0.63 1.29 0.189
H -0.007 -2.076 -0.612 1.11 -0.51 -0.05 0.187
H 2.880 -3.268 -0.511 -1.04 -0.51 1.11 0.203
H 1.736 -3.729 0.965 -0.04 0.54 -2.12 0.220
H 1.454 -4.194 -0.920 0.26 -0.38 1.52 0.206
O -2.210 1.827 -1.969 1.31 4.16 3.06 -0.944
H -2.670 1.614 -2.722 -1.93 -1.17 -2.72 0.481
H -2.540 2.780 -1.778 0.88 -2.49 -0.33 0.477
O -1.375 2.545 1.365 1.49 0.50 0.66 -0.977
H -0.857 2.264 2.190 -0.67 0.86 -2.04 0.501
H -0.780 3.001 0.699 -0.85 -1.02 1.56 0.480
O -2.570 -2.435 -0.862 -2.80 -0.92 0.69 -0.944
H -1.790 -2.775 -0.458 1.22 -0.26 0.46 0.479
H -3.288 -2.897 -0.318 1.38 1.02 -1.23 0.469
O 1.471 2.961 2.444 0.29 0.35 1.40 -0.954
H 1.267 2.536 1.634 -0.20 -0.64 -1.31 0.477
H 1.371 3.900 2.304 -0.04 0.37 -0.10 0.484
O 3.145 0.783 2.957 -0.16 0.79 0.06 -0.946
H 3.008 1.750 2.812 0.02 -1.05 0.25 0.489
H 2.376 0.511 3.479 0.33 0.11 -0.47 0.450
O -0.831 -1.288 1.881 -1.34 -0.12 -0.01 -0.980
H -1.064 -0.966 2.760 0.51 -0.01 -0.05 0.465
H -1.643 -1.007 1.391 1.05 -0.23 -0.37 0.491
O -2.305 0.259 0.296 -1.24 -5.70 0.97 -0.960
H -2.466 0.833 0.963 -0.44 3.20 2.75 0.475
H -2.045 0.695 -0.441 1.00 2.46 -3.66 0.497
O 0.076 -0.277 4.160 1.83 2.22 1.01 -0.951
H 0.886 0.197 4.551 -2.10 -1.24 -0.64 0.475
H 0.147 -1.186 4.416 0.35 -0.82 0.32 0.482
O -4.328 0.214 -1.707 -1.24 -2.88 4.49 -0.957
H -4.701 0.139 -0.693 1.07 1.16 -3.65 0.467
H -3.882 -0.681 -1.560 -0.10 1.47 -1.08 0.487
```
Positions in Å, forces in eV/Å.

ΔE to the lowest compared entry with this formula, charge and spin, eV: 3.407
Charge: 0
HOMO energy, eV: -9.1
HOMO-LUMO gap, eV: 9.1
Structure (SMILES): C=C(C)CCCC.O.O.O.O.O.O.O.O.O

---

4.
ORCA calculation (wB97M-V/def2-TZVPD) on an isolated ion of composition H3N3O2P and charge -1 in a non-equilibrium geometry.

```
9
Properties=species:S:1:pos:R:3:forces:R:3:nbo_charge:R:1
H -0.245 2.977 -0.127 0.93 -1.87 0.67 0.252
N 0.439 2.205 0.289 -1.01 -0.29 -1.52 -0.325
N 0.251 1.098 -0.288 -0.32 2.60 0.98 -0.457
P 1.484 -0.099 0.041 2.86 -1.35 1.26 2.325
N 0.497 -1.437 0.038 -1.07 -0.09 0.06 -1.245
O 2.241 -0.039 -1.255 -0.24 0.44 0.46 -1.156
O 2.187 -0.093 1.391 -0.97 0.52 -1.55 -1.160
H -0.261 -1.343 -0.593 -0.64 -0.26 -0.67 0.372
H 0.573 -2.349 0.443 0.47 0.31 0.31 0.393
```
Positions in Å, forces in eV/Å.

ΔE to the lowest compared entry with this formula, charge and spin, eV: 1.052
Charge: -1
HOMO energy, eV: -4.4
HOMO-LUMO gap, eV: 9.0
Structure (SMILES): [H]/N=N/[P@@](N)(=O)[O-]